Entry 1:
{"formula": "C16H36F2O10S", "method": "ωB97M-V/def2-TZVPD", "smiles": "CO[C@H](F)COCS(=O)(=O)F.COCCOCCOC.COCCOCCOC", "species": ["C", "O", "C", "F", "C", "O", "C", "S", "O", "O", "F", "H", "H", "H", "H", "H", "H", "H", "H", "C", "O", "C", "C", "O", "C", "C", "O", "C", "H", "H", "H", "H", "H", "H", "H", "H", "H", "H", "H", "H", "H", "H", "C", "O", "C", "C", "O", "C", "C", "O", "C", "H", "H", "H", "H", "H", "H", "H", "H", "H", "H", "H", "H", "H", "H"], "positions_angstrom": [[8.98210, 0.46800, 4.24801], [8.07821, 0.93859, 3.22386], [8.07978, 2.33403, 3.11110], [9.38883, 2.85979, 3.12394], [7.15916, 3.08199, 4.14806], [5.99496, 2.36039, 4.53165], [5.20416, 2.01388, 3.42090], [3.64916, 1.27997, 4.15324], [2.92063, 2.24760, 4.99912], [4.08689, 0.10660, 4.93682], [2.77071, 0.71157, 2.88492], [9.29326, 1.25087, 4.97944], [8.41823, -0.32083, 4.82598], [9.83802, -0.06294, 3.75994], [7.69283, 2.56486, 2.07790], [7.76638, 3.22186, 5.08666], [6.94643, 4.11674, 3.76096], [5.63971, 1.18355, 2.79101], [4.95804, 2.86028, 2.72749], [-0.41551, 3.31351, -3.92976], [-0.70915, 2.86948, -2.61833], [-1.50157, 1.68921, -2.57937], [-0.96539, 0.68589, -1.56517], [0.28539, 0.08450, -1.89524], [1.44607, 0.91006, -1.89873], [1.89006, 1.43931, -0.54036], [0.96135, 2.37737, -0.01643], [0.66081, 2.17887, 1.35433], [-1.25599, 3.88683, -4.33011], [0.46063, 3.96018, -3.87569], [-0.17709, 2.47783, -4.59598], [-1.56654, 1.21617, -3.56348], [-2.51190, 1.98931, -2.27632], [-1.67934, -0.14253, -1.52190], [-0.93794, 1.10480, -0.56053], [1.34104, 1.71616, -2.62486], [2.24932, 0.27297, -2.27857], [2.84884, 1.95673, -0.65183], [2.03386, 0.59580, 0.14451], [0.55717, 1.11794, 1.59648], [-0.29444, 2.66471, 1.56126], [1.43305, 2.63609, 1.97602], [-8.06001, -1.53924, -1.29364], [-7.04199, -2.39802, -0.81434], [-7.41441, -3.77008, -0.79598], [-6.31077, -4.65917, -1.35703], [-6.06673, -4.53049, -2.75590], [-5.51043, -3.30731, -3.22974], [-4.07665, -3.01812, -2.80225], [-3.98846, -2.76735, -1.40643], [-2.91086, -3.43419, -0.77281], [-8.77164, -1.31618, -0.49415], [-7.58924, -0.61091, -1.61803], [-8.58184, -1.97113, -2.15395], [-8.34100, -3.94246, -1.35085], [-7.58734, -4.04336, 0.25206], [-6.62979, -5.69632, -1.21674], [-5.38546, -4.55454, -0.79252], [-6.17057, -2.47128, -2.99888], [-5.51407, -3.39452, -4.31944], [-3.72157, -2.12033, -3.31808], [-3.43721, -3.85768, -3.09748], [-2.78634, -4.45318, -1.15074], [-3.13614, -3.49773, 0.29331], [-1.98776, -2.86444, -0.90730]], "nbo_charge": [-0.278, -0.535, 0.454, -0.364, -0.135, -0.499, -0.278, 2.246, -0.850, -0.876, -0.475, 0.192, 0.199, 0.197, 0.149, 0.217, 0.193, 0.233, 0.212, -0.251, -0.548, -0.093, -0.084, -0.542, -0.081, -0.092, -0.550, -0.247, 0.171, 0.190, 0.166, 0.171, 0.180, 0.188, 0.185, 0.182, 0.184, 0.170, 0.174, 0.170, 0.192, 0.165, -0.252, -0.548, -0.093, -0.082, -0.541, -0.082, -0.092, -0.550, -0.253, 0.171, 0.190, 0.167, 0.172, 0.178, 0.185, 0.183, 0.181, 0.185, 0.176, 0.173, 0.168, 0.191, 0.174]}

Entry 2:
{"formula": "C16H36N2O11P", "method": "ωB97M-V/def2-TZVPD", "charge": 1, "species": ["C", "N", "C", "C", "O", "C", "N", "P", "O", "H", "H", "H", "H", "H", "H", "H", "H", "H", "H", "H", "H", "C", "C", "O", "C", "O", "O", "C", "H", "H", "H", "H", "H", "H", "H", "H", "C", "C", "O", "C", "O", "O", "C", "H", "H", "H", "H", "H", "H", "H", "H", "C", "C", "O", "C", "O", "O", "C", "H", "H", "H", "H", "H", "H", "H", "H"], "positions_angstrom": [[2.43072, -1.93302, -3.92277], [2.36909, -0.89694, -2.87824], [3.59043, -0.04189, -2.97769], [1.25663, -0.04963, -2.94932], [0.97636, 0.72232, -2.04475], [0.33657, -0.01728, -4.18572], [-0.69189, -1.12409, -4.25417], [-1.59360, -1.56479, -2.74197], [-1.69297, -3.02730, -2.74123], [3.15254, -2.67289, -3.60740], [1.48882, -2.46385, -3.99878], [2.73298, -1.52080, -4.88497], [3.54232, 0.56978, -3.87874], [4.46116, -0.67817, -3.02121], [3.63396, 0.62340, -2.12929], [-0.15081, 0.94394, -4.23931], [0.94377, -0.10801, -5.08166], [-0.31921, -1.99554, -4.63546], [-1.39794, -0.81243, -4.92953], [-0.90987, -1.12215, -1.60160], [-2.87659, -0.98640, -2.75998], [-0.47891, 0.92497, 0.68537], [-0.56210, 0.10603, 1.95941], [0.41854, 0.51167, 2.91611], [0.15516, 1.65896, 3.54907], [-0.82264, 2.33720, 3.38925], [1.15812, 1.91061, 4.38363], [1.03768, 3.15926, 5.07714], [0.52449, 0.88520, 0.27329], [-1.18733, 0.54880, -0.05548], [-0.71700, 1.97032, 0.87419], [-0.34044, -0.93975, 1.74964], [-1.55600, 0.14904, 2.40468], [0.08542, 3.22632, 5.59666], [1.14459, 3.98848, 4.38059], [1.84801, 3.18772, 5.79920], [3.31373, -0.29219, 4.68330], [4.76858, -0.47092, 4.30578], [5.63679, -0.45781, 5.44766], [5.62956, -1.56798, 6.18184], [5.00135, -2.56683, 5.95234], [6.45621, -1.38665, 7.20868], [6.50414, -2.48174, 8.12709], [3.18318, 0.61484, 5.26807], [2.69454, -0.22890, 3.79318], [2.96172, -1.12743, 5.28777], [5.09759, 0.36498, 3.69068], [4.92868, -1.38583, 3.73429], [6.74255, -3.41062, 7.61462], [5.55407, -2.57743, 8.64960], [7.28754, -2.24949, 8.84161], [-7.33821, 3.11136, -3.92793], [-7.11553, 2.20696, -2.73586], [-7.26433, 0.81433, -3.07637], [-6.27045, 0.26805, -3.74659], [-5.23003, 0.79685, -4.06195], [-6.57879, -1.00774, -3.99263], [-5.61735, -1.66936, -4.80173], [-8.31190, 2.91475, -4.37689], [-7.29760, 4.15482, -3.61855], [-6.58116, 2.95162, -4.69399], [-7.87267, 2.39294, -1.97856], [-6.14050, 2.37029, -2.27770], [-4.62424, -1.55150, -4.37083], [-5.63211, -1.27519, -5.81688], [-5.87541, -2.72325, -4.82897]], "nbo_charge": [-0.427, -0.436, -0.413, 0.654, -0.515, -0.338, -0.798, 1.587, -1.024, 0.249, 0.171, 0.191, 0.181, 0.227, 0.241, 0.269, 0.243, 0.472, 0.461, 0.001, -0.006, -0.634, -0.071, -0.499, 0.984, -0.642, -0.493, -0.258, 0.225, 0.179, 0.239, 0.185, 0.198, 0.202, 0.191, 0.201, -0.639, -0.069, -0.494, 0.981, -0.650, -0.492, -0.257, 0.212, 0.224, 0.225, 0.185, 0.188, 0.197, 0.190, 0.198, -0.641, -0.071, -0.476, 0.988, -0.685, -0.482, -0.246, 0.220, 0.227, 0.220, 0.203, 0.189, 0.153, 0.194, 0.210]}

Entry 3:
{"formula": "C16H36NO9P3", "method": "ωB97M-V/def2-TZVPD", "smiles": "CCCCCCCCCP(O)(CON=O)(CC(=O)O)PP(=O)(O)O.C1CCOC1", "e_above_lowest_kj_mol": 0.00, "species": ["C", "C", "C", "C", "C", "C", "C", "C", "C", "P", "O", "C", "O", "N", "O", "C", "C", "O", "O", "P", "P", "O", "O", "O", "H", "H", "H", "H", "H", "H", "H", "H", "H", "H", "H", "H", "H", "H", "H", "H", "H", "H", "H", "H", "H", "H", "H", "H", "H", "H", "H", "H", "C", "C", "C", "O", "C", "H", "H", "H", "H", "H", "H", "H", "H"], "positions_angstrom": [[-1.26748, -1.00112, 6.39946], [-0.38632, -0.82690, 5.16676], [-1.06269, -0.17604, 3.94404], [-2.56042, -0.43188, 3.80882], [-3.23992, 0.28499, 2.62815], [-2.41112, 0.41389, 1.34875], [-2.38702, -0.86806, 0.49212], [-2.65582, -0.59232, -0.98745], [-1.51210, 0.21790, -1.62599], [-0.50310, -0.61901, -2.91285], [-0.61385, -2.17422, -2.21663], [1.33350, -0.64570, -2.60700], [1.43474, -0.62195, -1.17042], [2.32798, -1.70628, -0.70046], [3.43308, -1.38864, -0.75141], [-1.36956, -1.27970, -4.38990], [-0.54328, -2.24757, -5.19807], [0.52012, -2.70632, -4.88721], [-1.17354, -2.56457, -6.35412], [-0.39169, 1.52585, -4.02012], [0.91715, 1.44359, -5.72760], [1.17023, 2.76916, -6.30181], [0.17349, 0.35829, -6.65018], [2.29514, 0.62996, -5.46238], [-0.70298, -1.44802, 7.21806], [-1.65734, -0.04111, 6.74394], [-2.12620, -1.64343, 6.20195], [0.04778, -1.78796, 4.88179], [0.45843, -0.19512, 5.45313], [-0.57159, -0.57503, 3.05163], [-0.86006, 0.89882, 3.92717], [-2.73876, -1.51054, 3.75229], [-3.06040, -0.10470, 4.72267], [-3.59037, 1.26978, 2.94254], [-4.14219, -0.27977, 2.37332], [-2.84096, 1.22555, 0.75394], [-1.39409, 0.73219, 1.57977], [-3.11078, -1.59019, 0.87512], [-1.38841, -1.31631, 0.56844], [-3.57036, -0.00104, -1.07326], [-2.83301, -1.52639, -1.51861], [-0.77706, 0.52308, -0.87465], [-1.90517, 1.13715, -2.05487], [-0.49962, -2.15867, -1.26108], [1.73944, -1.57043, -3.01680], [1.83771, 0.22140, -3.01622], [-1.72901, -0.49374, -5.04908], [-2.25266, -1.80102, -4.01170], [-0.50458, -2.83899, -6.99550], [0.50819, 2.27093, -3.22488], [0.71850, 0.13229, -7.41612], [2.97133, 1.24164, -5.14547], [3.90493, 1.29683, 1.43784], [3.81844, 1.39955, 2.96040], [2.97120, 2.65279, 3.13718], [2.09313, 2.69975, 2.01333], [2.51209, 1.75846, 1.02474], [4.13769, 0.29395, 1.08645], [4.66518, 1.98041, 1.05481], [3.29868, 0.52887, 3.36658], [4.78849, 1.47546, 3.44972], [3.59439, 3.55372, 3.14382], [2.37302, 2.64237, 4.04940], [1.80975, 0.91755, 1.01871], [2.47970, 2.23657, 0.04503]], "nbo_charge": [-0.610, -0.392, -0.400, -0.401, -0.386, -0.413, -0.394, -0.404, -0.754, 1.589, -1.041, -0.398, -0.506, 0.427, -0.201, -0.861, 0.823, -0.578, -0.687, -0.350, 2.066, -1.091, -1.006, -1.006, 0.211, 0.200, 0.202, 0.194, 0.199, 0.195, 0.200, 0.193, 0.205, 0.205, 0.198, 0.202, 0.209, 0.208, 0.185, 0.209, 0.223, 0.262, 0.249, 0.485, 0.246, 0.208, 0.275, 0.283, 0.498, 0.013, 0.509, 0.507, -0.432, -0.431, -0.066, -0.538, -0.066, 0.216, 0.204, 0.201, 0.218, 0.165, 0.183, 0.162, 0.185]}

Entry 4:
{"formula": "C16H37AlNO6PS", "method": "ωB97M-V/def2-TZVPD", "species": ["C", "C", "C", "C", "Al", "C", "C", "O", "O", "C", "C", "O", "P", "O", "O", "S", "H", "H", "H", "H", "H", "H", "H", "H", "H", "H", "H", "H", "H", "H", "H", "H", "H", "C", "C", "N", "C", "C", "C", "C", "C", "O", "C", "H", "H", "H", "H", "H", "H", "H", "H", "H", "H", "H", "H", "H", "H", "H", "H", "H", "H", "H", "H"], "positions_angstrom": [[4.43503, 2.94421, -2.17356], [3.04319, 3.35332, -1.68527], [1.92519, 3.39431, -2.76873], [2.45594, 3.44790, -4.21454], [0.53267, 1.98184, -2.68472], [0.79814, 0.44388, -3.98013], [2.16824, -0.10030, -3.96653], [2.95155, -0.15106, -3.06827], [2.53351, -0.72354, -5.21331], [3.61719, -0.28504, -5.90336], [3.75154, -1.05903, -7.18893], [4.34802, 0.58795, -5.53369], [0.34811, 1.12200, -0.41594], [1.57115, 0.19300, 0.15429], [-0.90068, 0.06582, -0.29218], [-0.07380, 2.52103, 0.91279], [4.40584, 2.03315, -2.77637], [5.09172, 2.74668, -1.32029], [4.90124, 3.72954, -2.77575], [3.12278, 4.34382, -1.21839], [2.77159, 2.68021, -0.86306], [1.36387, 4.32602, -2.61731], [3.11916, 2.61188, -4.45179], [3.00190, 4.37476, -4.43768], [1.62653, 3.39537, -4.93348], [-0.95092, 2.56351, -2.94611], [0.14025, -0.37605, -3.65692], [0.49122, 0.70287, -4.99537], [4.14553, -2.05270, -6.96193], [2.78323, -1.18549, -7.67149], [4.45359, -0.54167, -7.84060], [1.28492, -0.71103, 0.31463], [-1.34413, 0.28497, 0.54463], [-1.54471, -2.98086, 1.91309], [-2.41168, -2.99412, 3.14375], [-1.85696, -2.11435, 4.25793], [-0.55797, -2.70806, 4.71546], [-2.78370, -2.17609, 5.45137], [-4.17229, -1.58305, 5.28731], [-1.51102, -0.68185, 3.84466], [-2.51196, 0.21599, 3.14111], [-2.88060, -0.33547, 1.90390], [-4.05027, 0.22594, 1.31373], [-0.56197, -3.43058, 2.05091], [-2.02715, -3.51308, 1.09503], [-1.42831, -1.94629, 1.60476], [-2.52003, -3.98674, 3.58337], [-3.39875, -2.61709, 2.89691], [-0.72465, -3.74773, 4.98825], [-0.20297, -2.14808, 5.57704], [0.17304, -2.64325, 3.91738], [-2.25509, -1.68131, 6.26600], [-2.85082, -3.23648, 5.69457], [-4.17877, -0.50583, 5.42918], [-4.80569, -2.01299, 6.06267], [-4.63042, -1.81478, 4.32806], [-0.63488, -0.76546, 3.20360], [-1.19806, -0.19406, 4.76892], [-1.95124, 1.14987, 2.98903], [-3.38573, 0.45306, 3.75135], [-4.32002, 1.17027, 1.78918], [-4.88602, -0.47317, 1.39917], [-3.84460, 0.41352, 0.26165]], "nbo_charge": [-0.613, -0.386, -0.760, -0.618, 1.202, -1.068, 0.823, -0.546, -0.576, 0.802, -0.715, -0.572, 1.284, -1.006, -1.035, -0.776, 0.221, 0.197, 0.192, 0.185, 0.188, 0.214, 0.214, 0.190, 0.193, -0.392, 0.256, 0.242, 0.235, 0.232, 0.232, 0.487, 0.493, -0.649, -0.205, -0.208, -0.407, -0.204, -0.637, -0.241, -0.098, -0.579, -0.253, 0.211, 0.253, 0.256, 0.209, 0.232, 0.225, 0.228, 0.241, 0.220, 0.216, 0.226, 0.245, 0.225, 0.242, 0.230, 0.246, 0.177, 0.188, 0.172, 0.224]}

no.,E_HOMO (eV)
1,-9.07
2,-11.95
3,-8.34
4,-6.88